C34H31F6N4S as an isolated structure in a non-equilibrium geometry, computed with the ωB97M-V functional and the def2-TZVPD basis.

Structure (XYZ):
```
76
Properties=species:S:1:pos:R:3
C 0.29 -2.66 2.16
C 0.98 -3.93 2.66
N 2.38 -3.57 2.63
C 3.51 -4.49 2.74
C 4.73 -3.62 2.39
S 4.15 -2.08 1.59
C 2.51 -2.40 1.93
N 1.35 -1.82 1.55
H -0.47 -2.91 1.37
H -0.21 -2.17 3.06
H 0.71 -4.23 3.69
H 0.74 -4.82 2.04
H 3.64 -4.88 3.76
H 3.42 -5.32 2.02
H 5.29 -3.30 3.26
H 5.42 -4.10 1.69
F -4.72 5.64 2.79
C -4.17 4.44 3.12
F -2.80 4.59 3.23
F -4.61 4.12 4.40
C -4.49 3.34 2.16
N -3.91 2.10 2.68
C -4.85 1.18 3.23
C -5.68 0.42 2.39
C -6.60 -0.47 2.96
C -6.71 -0.57 4.35
C -5.94 0.26 5.17
C -5.05 1.17 4.60
C -2.61 1.78 2.39
C -1.99 0.76 3.17
C -0.75 0.26 2.77
C -0.12 0.61 1.56
C 1.23 -0.02 1.21
C 1.61 0.04 -0.24
C 2.98 0.21 -0.58
C 3.42 0.54 -1.86
C 2.49 0.63 -2.92
N 2.86 0.76 -4.23
C 4.21 1.24 -4.56
C 4.11 2.71 -4.84
F 5.27 3.29 -5.24
F 3.17 2.91 -5.85
F 3.61 3.39 -3.74
C 2.26 -0.01 -5.28
C 1.31 0.59 -6.09
C 0.78 -0.11 -7.18
C 1.21 -1.40 -7.48
C 2.20 -1.98 -6.68
C 2.75 -1.28 -5.60
C 1.13 0.35 -2.64
C 0.72 0.00 -1.36
C -0.78 1.64 0.80
C -1.94 2.28 1.26
H -5.58 3.25 2.12
H -4.07 3.62 1.18
H -5.57 0.51 1.31
H -7.23 -1.09 2.31
H -7.39 -1.29 4.79
H -6.02 0.20 6.26
H -4.51 1.90 5.21
H -2.46 0.41 4.10
H -0.27 -0.47 3.41
H 2.04 0.33 1.94
H 3.75 0.17 0.20
H 4.50 0.73 -2.04
H 4.94 1.10 -3.75
H 4.54 0.78 -5.50
H 1.03 1.63 -5.88
H 0.01 0.37 -7.80
H 0.78 -1.95 -8.30
H 2.56 -2.99 -6.91
H 3.55 -1.71 -4.99
H 0.41 0.46 -3.48
H -0.32 -0.23 -1.15
H -0.38 2.01 -0.15
H -2.35 3.14 0.70
```

Values from the calculation:
net charge	+1
LUMO	-0.091	Ha